Formula: C25H60ClF3MgO15S
Source: the Open Molecules 2025 dataset
Level of theory: wB97M-V/def2-TZVPD

The geometry in XYZ format:
```
106
Properties=species:S:1:pos:R:3
Cl 0.362 -1.878 -4.809
S 0.315 -0.741 -1.132
Mg 1.597 -0.022 -4.124
F -1.005 1.508 -0.450
F -0.350 0.400 1.202
F 1.226 1.485 0.196
O -0.948 -1.443 -1.370
O 3.185 1.207 -3.144
O -3.364 -2.737 0.619
O -0.036 -1.620 4.077
O -0.430 5.441 -0.892
O 1.758 -3.679 3.947
O 5.491 -1.607 0.229
O 1.279 -1.618 -0.414
O -0.759 6.516 -3.593
O -5.072 0.930 -1.535
O 3.381 -1.436 -3.542
O 4.073 0.456 2.837
O -2.323 -5.148 1.126
O -6.908 -0.553 0.562
O 0.912 -0.203 -2.384
C -1.129 5.137 -3.283
C 3.900 -0.949 -2.321
C 2.280 -2.376 4.343
C 3.203 2.579 -2.744
C 4.629 0.219 1.639
C 0.049 0.802 -0.030
C 5.561 -2.992 -0.009
C 3.568 -2.773 -3.933
C -3.893 -1.401 0.410
C 1.324 -1.233 3.850
C -7.170 0.304 -0.533
C 3.686 1.832 3.050
C -1.401 7.107 -4.755
C -0.487 -1.650 5.349
C -2.162 -2.701 1.389
C 4.613 -1.338 1.292
C -6.250 1.443 -0.853
C 1.777 -3.901 2.566
C -1.443 -4.039 1.257
C -1.736 5.965 -0.575
C -4.095 1.970 -1.937
C -1.815 -6.339 1.774
C -0.411 4.559 -2.055
C 4.276 0.522 -2.453
C -7.240 0.104 1.804
H 3.278 -1.159 -1.451
H 3.593 -1.627 1.038
H -2.299 -2.472 2.446
H 4.585 -3.162 -3.988
H 2.925 -3.406 -3.322
H -1.232 6.623 -5.716
H -1.566 -6.157 2.820
H 3.104 -2.948 -4.903
H 2.772 -3.730 2.154
H -3.586 2.422 -1.086
H 1.524 -0.272 4.324
H 1.533 -4.953 2.418
H -3.122 -0.692 0.109
H 3.080 2.091 3.918
H 2.323 -2.333 5.431
H 0.130 -2.416 5.819
H 5.204 0.573 -3.022
H 4.081 3.107 -3.117
H -1.088 8.147 -4.855
H -2.199 5.007 -3.117
H -0.685 -3.966 0.477
H 6.492 -3.251 -0.513
H -0.901 -6.756 1.352
H -4.410 2.747 -2.634
H -1.538 -1.930 5.415
H -7.299 -0.380 -1.372
H 3.259 2.572 -1.656
H 4.625 -3.302 -0.474
H -6.822 2.175 -1.422
H -3.236 1.459 -2.372
H 4.894 -1.830 2.224
H -0.873 3.633 -1.714
H 5.630 0.649 1.668
H 4.635 2.322 3.267
H -8.160 0.757 -0.488
H -4.680 -1.313 -0.339
H 4.884 -1.334 -2.051
H 1.365 -1.056 2.775
H -1.513 -1.899 1.039
H 3.260 2.299 2.162
H -2.470 6.928 -4.639
H -6.058 2.046 0.035
H 2.331 3.142 -3.079
H 3.338 -2.253 4.111
H -4.411 -1.076 1.313
H -2.538 5.231 -0.495
H -2.582 -7.111 1.720
H 0.600 4.280 -2.351
H -8.225 0.548 1.660
H -0.412 -0.729 5.928
H 4.139 0.776 0.840
H -1.696 6.447 0.402
H 4.397 0.952 -1.459
H -7.097 -0.532 2.677
H 1.031 -3.267 2.087
H -1.960 6.767 -1.279
H -0.692 -4.252 2.018
H 5.687 -3.631 0.865
H -6.442 0.834 1.937
H -0.923 4.555 -4.181
```

Properties
**<S²>**: 0.750
**Frontier orbital gap (spin up / spin down)**: 3.4 / 8.2 eV
**Charge**: -1
**Multiplicity**: 2

Formula: C3H4BrIO
Source: the Open Molecules 2025 dataset
Level of theory: wB97M-V/def2-TZVPD

The geometry in XYZ format:
```
10
Properties=species:S:1:pos:R:3
I -3.195 -0.841 -0.155
Br -1.689 2.224 -0.089
O 1.584 -1.061 0.433
C 0.634 -0.796 -0.407
C -1.735 0.477 0.710
C 1.712 0.139 -0.384
H 0.243 -1.389 -1.094
H -1.661 0.286 1.711
H 1.506 0.925 0.284
H 2.602 0.035 -1.010
```

Properties
**Frontier orbital gap (spin up / spin down)**: 8.5 / 7.3 eV
**Multiplicity**: 1
**Energy relative to the best compared isomer or geometry (same formula, charge and spin)**: 469.23 kJ/mol

Formula: C5H10O2
Source: the Open Molecules 2025 dataset
Level of theory: wB97M-V/def2-TZVPD

The geometry in XYZ format:
```
17
Properties=species:S:1:pos:R:3
O 1.401 -0.939 -0.425
O -1.179 -0.483 0.541
C -1.002 0.341 -1.425
C 1.076 0.315 0.151
C -1.725 -0.829 -0.745
C 1.456 0.347 1.627
C -0.411 0.599 -0.031
H 1.389 1.359 2.042
H -1.659 1.130 -1.798
H -0.676 1.564 0.423
H -2.821 -0.789 -0.738
H -0.271 0.064 -2.187
H 0.913 -1.595 0.094
H 1.652 1.060 -0.412
H -1.400 -1.826 -1.066
H 0.778 -0.300 2.197
H 2.480 -0.015 1.754
```

Properties
**SMILES**: C[C@@H](O)[C@H]1CCO1
**Frontier orbital gap**: 10.7 eV
**Multiplicity**: 1
**Energy relative to the best compared isomer or geometry (same formula, charge and spin)**: 188.86 kJ/mol

Formula: C4H8O2
Source: the Open Molecules 2025 dataset
Level of theory: wB97M-V/def2-TZVPD

The geometry in XYZ format:
```
14
Properties=species:S:1:pos:R:3
O -0.281 -1.315 2.096
O 1.234 0.524 0.774
C -0.080 -0.278 -1.266
C 1.001 0.555 -0.645
C -1.189 -0.355 -0.293
C 0.300 1.428 0.285
H -0.401 -0.092 2.389
H 1.935 0.734 -1.171
H 0.505 -1.231 1.515
H 0.230 -1.261 -1.602
H -0.476 0.320 -2.086
H -1.159 -1.281 0.282
H -2.200 -0.246 -0.696
H 0.582 2.498 0.417
```

Properties
**Frontier orbital gap (spin up / spin down)**: 9.1 / 8.7 eV
**Multiplicity**: 1
**Energy relative to the best compared isomer or geometry (same formula, charge and spin)**: 737.88 kJ/mol

How do the records compare in E_tot? In the order shown, they have -94559.0595; -83360.4534; -9441.0856; -8365.6342 eV.